{"formula": "C35H42BF4N3S2SiTa", "method": "ωB97M-V/def2-TZVPD", "species": ["Ta", "C", "N", "C", "C", "N", "C", "C", "C", "C", "C", "C", "C", "S", "C", "C", "C", "C", "C", "C", "S", "H", "H", "H", "H", "H", "H", "H", "H", "H", "H", "H", "H", "H", "H", "H", "H", "H", "H", "C", "Si", "C", "N", "C", "C", "C", "C", "C", "C", "C", "C", "C", "C", "C", "C", "C", "C", "C", "C", "C", "H", "H", "H", "H", "H", "H", "H", "H", "H", "H", "H", "H", "H", "H", "H", "H", "H", "H", "H", "H", "H", "H", "H", "H", "F", "B", "F", "F", "F"], "xyz": [[1.360783, 0.065609, -0.175447], [1.069450, 2.407183, -2.538003], [1.288078, 2.378919, -1.059950], [2.582383, 3.107689, -0.820005], [3.370297, 2.532770, 0.322260], [3.603182, 1.078037, 0.088853], [4.519139, 0.922785, -1.087761], [4.321494, 0.542875, 1.258953], [5.536795, 1.088215, 1.652629], [6.210475, 0.571009, 2.745866], [5.672808, -0.497480, 3.451884], [4.464887, -1.043614, 3.058564], [3.787353, -0.525374, 1.956827], [2.269840, -1.297617, 1.500543], [0.216708, 3.126352, -0.369127], [-0.408401, 4.220101, -0.956075], [-1.368533, 4.933358, -0.255617], [-1.704142, 4.567995, 1.040963], [-1.086121, 3.478551, 1.627239], [-0.132371, 2.750486, 0.921625], [0.595535, 1.334009, 1.680790], [1.230754, 3.412857, -2.924044], [0.059736, 2.093696, -2.778374], [1.779103, 1.744369, -3.019904], [2.372253, 4.161355, -0.635994], [3.170260, 3.057470, -1.734765], [2.858936, 2.650031, 1.273973], [4.326584, 3.055612, 0.383809], [5.362863, 1.606389, -0.988790], [4.003557, 1.129555, -2.016966], [4.882382, -0.099011, -1.114783], [5.971918, 1.916303, 1.109080], [7.156889, 0.999983, 3.045202], [6.196004, -0.905398, 4.305795], [4.036723, -1.878976, 3.596991], [-0.163091, 4.534689, -1.959391], [-1.850313, 5.778268, -0.728131], [-2.451206, 5.124979, 1.590098], [-1.351250, 3.167944, 2.629692], [-0.535703, 0.160584, -1.163319], [-2.005621, -1.000377, -1.027110], [-1.388400, -2.524667, -0.128061], [-0.541340, -2.211373, 1.030611], [-1.364685, -1.520889, 2.058043], [-0.817773, -1.738153, 3.456082], [-0.969902, -3.217527, 3.852277], [-0.911649, -4.112833, 2.604883], [0.018187, -3.476264, 1.582661], [-3.427798, -0.155469, -0.155106], [-3.505330, 1.224382, 0.023411], [-4.593025, 1.808795, 0.661086], [-5.631778, 1.018350, 1.128449], [-5.581061, -0.358942, 0.951226], [-4.491310, -0.934157, 0.315846], [-2.542023, -1.522396, -2.739186], [-3.820622, -1.253083, -3.229553], [-4.190835, -1.641771, -4.510635], [-3.283927, -2.304495, -5.324381], [-2.004427, -2.578440, -4.856659], [-1.641381, -2.189754, -3.576728], [-0.922897, 1.177812, -1.061571], [-0.235616, 0.051139, -2.216659], [-0.805942, -3.097771, -0.852344], [-2.237289, -3.164570, 0.159406], [-2.392434, -1.904594, 2.017230], [-1.424459, -0.462743, 1.807480], [-1.358948, -1.094832, 4.151155], [0.227773, -1.422536, 3.491482], [-1.915220, -3.366709, 4.376265], [-0.178641, -3.499685, 4.549162], [-1.906337, -4.244876, 2.171469], [-0.551376, -5.110773, 2.856341], [0.226223, -4.136554, 0.741352], [0.968743, -3.273083, 2.072451], [-2.714597, 1.876516, -0.333743], [-4.629127, 2.883922, 0.786381], [-6.480732, 1.471734, 1.623169], [-6.390589, -0.983828, 1.305656], [-4.475661, -2.011327, 0.181668], [-4.539735, -0.733654, -2.606122], [-5.187642, -1.426563, -4.873357], [-3.571726, -2.608202, -6.322461], [-1.293690, -3.095249, -5.488562], [-0.635286, -2.413904, -3.231806], [1.293715, -2.029249, -1.295499], [2.444350, -1.772498, -2.117017], [2.232863, -0.186904, -2.087312], [2.325333, -2.181849, -3.375315], [3.597610, -2.002665, -1.461251]], "atomic_forces_ev_per_a": [[-0.5, 0.5, 0.3], [0.0, 0.0, 0.0], [0.1, 0.0, 0.0], [0.0, 0.1, 0.0], [0.0, 0.0, 0.0], [0.1, 0.1, 0.1], [0.0, -0.1, 0.0], [-0.1, 0.0, 0.0], [0.0, 0.0, 0.0], [0.0, 0.0, 0.0], [0.0, 0.0, 0.0], [0.1, 0.0, 0.0], [0.0, 0.0, 0.0], [0.2, -0.1, 0.0], [0.0, -0.1, 0.0], [0.0, 0.0, 0.0], [0.0, 0.0, 0.1], [0.0, 0.0, -0.1], [0.0, 0.0, 0.0], [0.0, 0.0, 0.0], [0.1, -0.2, -0.3], [0.0, 0.0, 0.0], [0.0, 0.0, 0.0], [0.0, 0.0, 0.0], [0.0, 0.0, 0.0], [0.0, 0.0, 0.0], [0.0, 0.0, 0.0], [0.0, 0.0, 0.0], [0.0, 0.0, 0.0], [0.0, 0.0, 0.0], [0.0, 0.0, 0.0], [0.0, 0.0, 0.0], [0.0, 0.0, 0.0], [0.0, 0.0, 0.0], [0.0, 0.0, 0.0], [0.0, 0.0, 0.0], [0.0, 0.0, 0.0], [0.0, 0.0, 0.0], [0.0, 0.0, 0.0], [0.1, -0.1, -0.1], [0.0, 0.0, 0.0], [-0.1, 0.0, -0.1], [0.0, 0.0, 0.0], [0.0, 0.0, -0.1], [0.0, 0.0, 0.0], [0.0, 0.0, 0.0], [0.0, 0.0, 0.0], [0.0, 0.0, 0.0], [0.0, -0.1, 0.0], [0.0, 0.1, 0.1], [0.0, 0.0, 0.0], [0.0, 0.0, 0.0], [0.0, 0.0, 0.0], [0.0, 0.0, 0.0], [0.0, 0.0, 0.0], [0.0, 0.0, 0.0], [0.0, 0.0, 0.0], [0.0, 0.0, 0.0], [0.0, 0.0, 0.0], [0.0, 0.0, 0.0], [-0.1, 0.0, 0.0], [0.0, 0.0, 0.0], [0.0, 0.0, 0.0], [0.0, 0.0, 0.0], [0.0, 0.0, 0.0], [0.0, 0.0, 0.0], [0.0, 0.0, 0.0], [0.0, 0.0, 0.0], [0.0, 0.0, 0.0], [0.0, 0.0, 0.0], [0.0, 0.0, 0.0], [0.0, 0.0, 0.0], [0.0, 0.0, 0.0], [0.0, 0.0, 0.0], [0.0, 0.0, 0.0], [0.0, 0.0, 0.0], [0.0, 0.0, 0.0], [0.0, 0.0, 0.0], [0.0, 0.0, 0.0], [0.0, 0.0, 0.0], [0.0, 0.0, 0.0], [0.0, 0.0, 0.0], [0.0, 0.0, 0.0], [0.0, 0.0, 0.0], [0.2, 0.0, 0.1], [-0.3, 0.0, -0.1], [0.3, -0.1, 0.1], [0.0, 0.0, 0.0], [0.0, 0.0, -0.1]], "total_charge": 1, "mol_weight_g_mol": 864.71, "e_homo_ev": -11.17, "total_energy_ev": -84096.7075, "lumo_energy_ev": -3.69, "orbital_gap_ev": 7.5}

***

{"formula": "CH3N3", "method": "ωB97M-V/def2-TZVPD", "species": ["C", "N", "N", "N", "H", "H", "H"], "xyz": [[0.379469, -1.034959, -1.002419], [-0.291877, 1.750265, 1.214281], [-0.079396, -0.007860, -0.360791], [-0.279092, 0.603176, 0.724868], [1.183466, -1.662982, -0.851106], [-0.203014, -1.349769, -1.884572], [-0.709557, 1.702128, 2.159739]], "atomic_forces_ev_per_a": [[-2.8, 2.2, -0.5], [1.1, 0.2, -1.5], [0.1, 0.7, 0.0], [-0.7, -2.4, 1.0], [2.1, -0.6, 1.2], [0.1, 0.5, 0.5], [0.1, -0.5, -0.7]], "mol_weight_g_mol": 57.06, "e_homo_ev": -8.51, "total_energy_ev": -5551.7852, "lumo_energy_ev": 0.48, "smiles": "[H]/N=N/N=C", "orbital_gap_ev": 9.0}